(1)
C24H52FN3O20P2S5Si | ωB97M-V/def2-TZVPD

Summary:
* orbital gap: 8.8 eV
* 2S+1: 1
* E_tot: -154492.636 eV
* structure (SMILES): CCC[C@]1(CCO[Si](C)(C)C)[C@@](C)(P(=N)(O)O)[C@](CCCF)([PH2]=S)OS(=O)(=O)[C@]1(CNC)ON=O.O=S1(=O)OCCO1.O=S1(=O)OCCO1.O=S1(=O)OCCO1
* highest occupied orbital energy: -9.2 eV
* maximum force: 5.50 eV Å⁻¹

Atoms and positions in Å:
C1 1.601 -1.191 -0.418
C2 0.340 -1.623 -1.217
C3 -0.911 -0.705 -1.344
C4 -1.831 -0.286 -0.151
C5 -0.877 0.498 0.840
C6 0.043 1.600 0.240
O1 -0.124 2.807 1.054
Si1 0.742 4.113 0.412
C7 0.392 5.632 1.515
C8 2.623 3.878 0.446
C9 0.233 4.616 -1.348
C10 -2.406 -1.507 0.734
C11 -1.360 -2.604 1.125
P1 -3.096 -0.920 2.423
N1 -1.960 -0.748 3.511
O2 -4.177 -1.913 3.115
O3 -3.787 0.549 2.351
C12 -3.601 -2.318 0.073
C13 -3.985 -3.699 0.722
C14 -5.535 -3.862 1.020
C15 -6.419 -4.074 -0.219
F1 -6.002 -5.214 -0.941
P2 -3.499 -2.797 -1.748
S1 -2.023 -3.985 -2.249
O4 -4.796 -1.489 0.235
S2 -4.769 -0.069 -0.559
O5 -5.684 0.745 0.184
O6 -5.359 -0.208 -1.875
C16 -3.036 0.694 -0.685
C17 -2.964 2.159 -0.179
N2 -4.133 3.029 -0.401
C18 -4.141 4.075 0.656
O7 -2.870 0.705 -2.112
N3 -3.325 1.787 -2.815
O8 -2.908 1.773 -3.909
H1 2.411 -1.907 -0.692
H2 1.542 -1.230 0.684
H3 1.960 -0.219 -0.816
H4 0.132 -2.687 -0.981
H5 0.724 -1.709 -2.265
H6 -1.440 -1.209 -2.183
H7 -0.511 0.187 -1.877
H8 -1.404 0.998 1.669
H9 -0.179 -0.195 1.351
H10 -0.200 1.924 -0.790
H11 1.123 1.366 0.350
H12 -0.708 5.686 1.642
H13 0.761 6.551 1.015
H14 0.938 5.470 2.464
H15 2.966 3.553 1.467
H16 3.078 4.864 0.204
H17 2.987 3.170 -0.335
H18 -0.586 5.366 -1.245
H19 -0.149 3.796 -1.989
H20 1.057 5.139 -1.875
H21 -0.322 -2.259 1.249
H22 -1.649 -3.015 2.118
H23 -1.331 -3.476 0.446
H24 -1.050 -0.990 3.130
H25 -3.763 -2.627 3.621
H26 -3.757 0.883 3.268
H27 -3.735 -4.570 0.074
H28 -3.534 -3.913 1.703
H29 -5.917 -3.102 1.723
H30 -5.580 -4.822 1.591
H31 -7.447 -4.319 0.125
H32 -6.444 -3.182 -0.871
H33 -3.444 -1.684 -2.632
H34 -4.688 -3.469 -2.150
H35 -2.118 2.646 -0.725
H36 -2.733 2.301 0.887
H37 -4.058 3.563 -1.262
H38 -3.121 4.480 0.843
H39 -4.677 3.752 1.565
H40 -4.727 4.923 0.234
O9 6.655 4.046 3.437
S3 5.288 3.689 3.527
O10 4.263 4.417 2.863
O11 4.903 3.553 5.093
C19 4.405 2.241 5.357
C20 5.081 1.352 4.334
O12 5.126 2.140 3.143
H41 3.321 2.253 5.216
H42 4.633 1.945 6.379
H43 4.537 0.427 4.161
H44 6.109 1.120 4.625
O13 1.146 -6.259 -7.849
S4 -0.229 -6.334 -7.508
O14 -1.135 -7.190 -8.184
O15 -0.828 -4.838 -7.508
C21 -1.377 -4.535 -6.220
C22 -0.575 -5.371 -5.247
O16 -0.351 -6.612 -5.927
H45 -2.430 -4.827 -6.220
H46 -1.298 -3.470 -6.013
H47 -1.101 -5.535 -4.310
H48 0.398 -4.917 -5.043
O17 7.958 2.869 2.439
S5 7.984 1.637 1.724
O18 6.838 0.824 1.530
O19 9.161 0.720 2.348
C23 10.105 0.385 1.328
C24 10.046 1.535 0.342
O20 8.663 1.895 0.283
H49 9.788 -0.552 0.863
H50 11.097 0.258 1.756
H51 10.412 1.257 -0.644
H52 10.606 2.400 0.706

=====

(2)
C3H5NO2 | ωB97M-V/def2-TZVPD

Summary:
* orbital gap: 10.5 eV
* 2S+1: 1
* relative energy (zero: lowest compared OMol25 entry of this formula, charge and spin): 128.10 kcal/mol
* E_tot: -8772.140 eV
* structure (SMILES): C=NOCC=O
* highest occupied orbital energy: -10.1 eV
* maximum force: 9.34 eV Å⁻¹

Atoms and positions in Å:
C1 0.635 0.613 1.524
N1 1.344 0.572 0.570
O1 1.218 -0.210 -0.479
C2 -0.006 -1.062 -0.545
C3 -0.948 0.097 -0.752
O2 -2.157 0.107 -0.456
H1 -0.365 -0.053 1.907
H2 0.752 1.367 2.236
H3 0.025 -1.607 0.372
H4 0.260 -1.941 -1.207
H5 -0.656 1.169 -1.184

=====

(3)
C4H24O10 | ωB97M-V/def2-TZVPD

Summary:
* orbital gap: 9.9 eV
* 2S+1: 1
* relative energy (zero: lowest compared OMol25 entry of this formula, charge and spin): 65.76 kcal/mol
* E_tot: -25010.570 eV
* structure (SMILES): OCCO.OCCO.O.O.O.O.O.O
* highest occupied orbital energy: -9.9 eV
* maximum force: 3.73 eV Å⁻¹

Atoms and positions in Å:
O1 2.359 1.673 1.298
C1 1.283 1.502 2.273
C2 0.013 2.485 2.036
O2 -0.668 2.096 0.826
H1 2.706 0.746 1.198
H2 0.960 0.536 2.227
H3 1.570 1.640 3.320
H4 0.415 3.573 1.898
H5 -0.612 2.381 2.963
H6 -1.469 1.687 1.099
O3 -3.671 -0.705 -0.122
C3 -2.925 -0.089 -1.188
C4 -1.855 -0.996 -1.714
O4 -0.967 -0.217 -2.495
H7 -4.626 -0.696 -0.160
H8 -3.631 -0.036 -2.061
H9 -2.664 0.884 -0.787
H10 -2.150 -1.824 -2.330
H11 -1.282 -1.388 -0.887
H12 -0.454 0.300 -1.839
O5 -1.316 -1.846 1.744
H13 -2.181 -1.672 1.278
H14 -0.661 -2.235 1.163
O6 0.748 -0.200 -0.338
H15 0.511 0.605 0.144
H16 1.005 -0.896 0.220
O7 0.771 2.605 -2.205
H17 -0.163 2.904 -2.097
H18 1.149 2.715 -1.363
O8 0.745 -3.120 0.147
H19 0.879 -3.918 0.695
H20 0.877 -3.417 -0.725
O9 2.607 -0.138 -2.592
H21 1.980 -0.153 -1.897
H22 2.189 -0.380 -3.441
O10 2.624 -1.371 1.519
H23 2.531 -2.126 0.992
H24 3.371 -0.909 1.202

=====

(4)
C5H11NS | ωB97M-V/def2-TZVPD

Summary:
* orbital gap (spin up / spin down): 7.4 / 8.2 eV
* 2S+1: 1
* relative energy (zero: lowest compared OMol25 entry of this formula, charge and spin): 118.63 kcal/mol
* E_tot: -17683.319 eV
* highest occupied orbital energy (spin up / spin down): -7.3 / -7.7 eV
* maximum force: 4.35 eV Å⁻¹

Atoms and positions in Å:
C1 -0.067 -1.100 0.992
C2 -0.469 -1.564 -0.451
C3 -0.042 -0.165 -0.144
C4 1.964 1.139 0.328
C5 1.037 0.604 -0.686
N1 -2.045 1.003 0.181
S1 -3.248 0.351 -0.709
H1 -0.800 -0.940 1.817
H2 0.923 -1.338 1.316
H3 0.410 -2.137 -0.838
H4 -1.419 -2.031 -0.716
H5 1.861 0.495 1.225
H6 1.672 2.142 0.574
H7 3.052 1.057 -0.098
H8 1.573 -0.143 -1.349
H9 0.658 1.576 -1.268
H10 -1.797 1.795 -0.418
H11 -3.264 -0.744 0.244